Record 1
{
  "formula": "C4H14N4",
  "method": "wB97M-V/def2-TZVPD",
  "species": ["C", "C", "C", "C", "N", "N", "N", "N", "H", "H", "H", "H", "H", "H", "H", "H", "H", "H", "H", "H", "H", "H"],
  "coordinates": [[-0.424, 0.165, 1.823], [0.639, -1.586, -2.070], [-0.272, 2.213, 0.119], [0.820, -0.532, 2.355], [-0.025, -0.327, -1.732], [-0.713, 0.839, 0.331], [0.214, -0.109, -0.213], [-1.404, -0.450, -1.973], [1.172, 0.251, -0.176], [-1.628, -0.066, -2.885], [-1.848, -0.888, -1.158], [-1.292, -0.485, 1.931], [-0.614, 1.041, 2.453], [1.710, -1.497, -1.862], [0.235, -2.442, -1.513], [0.526, -1.787, -3.140], [0.662, 2.457, 0.646], [-1.045, 2.901, 0.476], [-0.098, 2.424, -0.944], [0.725, -0.648, 3.441], [0.935, -1.527, 1.918], [1.726, 0.052, 2.173]],
  "lowdin_charge": [-0.19, -0.13, -0.12, -0.12, -0.28, -0.17, -0.08, -0.01, 0.10, 0.09, 0.09, 0.09, 0.09, 0.07, 0.07, 0.07, 0.07, 0.08, 0.08, 0.08, 0.07, 0.07],
  "largest_force_ev_per_a": 4.448,
  "de_lowest_kcal_mol": 121.1,
  "homo_energy_ev": -7.719
}

Record 2
{
  "formula": "C38H45F2N2OPt",
  "method": "wB97M-V/def2-TZVPD",
  "species": ["Pt", "C", "C", "C", "C", "C", "C", "C", "C", "C", "C", "C", "C", "N", "C", "C", "C", "C", "C", "C", "F", "H", "H", "H", "H", "H", "H", "H", "H", "H", "H", "H", "H", "H", "H", "H", "H", "H", "H", "H", "H", "H", "C", "C", "C", "C", "C", "C", "C", "C", "C", "C", "C", "C", "N", "C", "C", "C", "C", "C", "C", "F", "H", "H", "H", "H", "H", "H", "H", "H", "H", "H", "H", "H", "H", "H", "H", "H", "H", "H", "H", "H", "H", "C", "C", "O", "H", "H", "H"],
  "coordinates": [[0.102, -0.145, 0.425], [2.656, -0.666, -2.893], [2.592, 0.801, -2.460], [1.162, 1.336, -2.472], [3.342, 1.154, -1.179], [4.387, 2.061, -1.339], [5.141, 2.501, -0.270], [4.801, 2.065, 0.995], [3.754, 1.173, 1.215], [3.438, 0.916, 2.678], [2.309, 1.855, 3.101], [3.197, -0.536, 3.084], [3.042, 0.656, 0.109], [2.148, -0.462, 0.224], [2.795, -1.670, 0.113], [4.205, -1.781, 0.042], [4.867, -2.986, -0.103], [4.169, -4.182, -0.184], [2.786, -4.123, -0.110], [2.139, -2.917, 0.038], [0.784, -2.983, 0.064], [2.312, -0.754, -3.927], [2.024, -1.299, -2.277], [3.674, -1.052, -2.836], [3.117, 1.367, -3.237], [0.558, 0.936, -1.654], [0.666, 1.065, -3.406], [1.146, 2.423, -2.372], [4.612, 2.420, -2.337], [5.965, 3.188, -0.418], [5.351, 2.433, 1.853], [4.331, 1.243, 3.224], [1.429, 1.727, 2.478], [2.630, 2.894, 3.000], [2.019, 1.681, 4.139], [2.288, -0.928, 2.637], [3.098, -0.597, 4.171], [4.025, -1.177, 2.777], [4.796, -0.877, 0.100], [5.949, -2.982, -0.154], [4.677, -5.129, -0.306], [2.173, -5.014, -0.173], [-4.962, 1.066, 2.062], [-3.692, 0.208, 2.110], [-3.573, -0.426, 3.499], [-3.691, -0.836, 1.004], [-4.635, -1.853, 1.083], [-4.758, -2.799, 0.084], [-3.943, -2.699, -1.028], [-2.984, -1.696, -1.159], [-2.234, -1.681, -2.489], [-0.794, -2.174, -2.381], [-2.325, -0.352, -3.241], [-2.818, -0.772, -0.104], [-1.842, 0.270, -0.161], [-2.338, 1.524, -0.423], [-3.637, 1.730, -0.940], [-4.133, 2.979, -1.268], [-3.361, 4.119, -1.107], [-2.075, 3.963, -0.606], [-1.593, 2.716, -0.283], [-0.327, 2.680, 0.195], [-4.943, 1.804, 2.866], [-5.854, 0.447, 2.194], [-5.051, 1.599, 1.117], [-2.838, 0.866, 1.963], [-4.516, -0.889, 3.800], [-3.317, 0.335, 4.237], [-2.800, -1.191, 3.529], [-5.291, -1.895, 1.945], [-5.498, -3.587, 0.155], [-4.057, -3.411, -1.838], [-2.758, -2.418, -3.107], [-0.219, -1.576, -1.675], [-0.301, -2.125, -3.355], [-0.759, -3.205, -2.026], [-1.714, 0.416, -2.772], [-3.351, 0.015, -3.273], [-1.979, -0.487, -4.269], [-4.270, 0.865, -1.088], [-5.141, 3.054, -1.659], [-3.739, 5.099, -1.362], [-1.418, 4.809, -0.452], [-0.342, -1.932, 2.706], [-0.360, -0.474, 2.276], [-0.693, 0.394, 3.047], [-0.487, -1.989, 3.786], [0.585, -2.418, 2.415], [-1.150, -2.456, 2.190]],
  "lowdin_charge": [1.06, -0.05, -0.36, -0.06, -0.13, -0.05, -0.09, -0.06, -0.15, -0.36, -0.05, -0.05, -0.19, -0.10, -0.27, -0.04, -0.11, -0.12, -0.04, -0.24, 0.00, 0.08, 0.05, 0.08, 0.11, 0.02, 0.08, 0.09, 0.10, 0.09, 0.11, 0.12, 0.05, 0.08, 0.08, 0.04, 0.08, 0.08, 0.11, 0.09, 0.09, 0.11, -0.05, -0.36, -0.07, -0.14, -0.05, -0.09, -0.05, -0.13, -0.36, -0.07, -0.06, -0.20, -0.10, -0.25, -0.06, -0.12, -0.12, -0.04, -0.23, 0.01, 0.08, 0.07, 0.06, 0.11, 0.07, 0.08, 0.06, 0.10, 0.09, 0.10, 0.12, 0.02, 0.08, 0.08, 0.06, 0.08, 0.08, 0.11, 0.10, 0.09, 0.11, -0.07, -0.57, -0.02, 0.08, 0.05, 0.08],
  "charge": -1,
  "largest_force_ev_per_a": 0.288,
  "homo_energy_ev": -4.008
}

Record 3
{
  "formula": "C17H26N4O2S",
  "method": "wB97M-V/def2-TZVPD",
  "species": ["C", "H", "H", "H", "C", "N", "C", "H", "C", "N", "C", "O", "C", "H", "C", "C", "N", "N", "C", "C", "C", "C", "C", "S", "C", "H", "H", "H", "H", "H", "O", "H", "H", "H", "C", "H", "H", "H", "H", "H", "H", "C", "C", "H", "H", "H", "H", "H", "H", "H"],
  "coordinates": [[1.560, 0.464, -1.340], [2.082, 0.187, -0.427], [1.898, 1.450, -1.646], [1.816, -0.244, -2.122], [0.048, 0.492, -1.103], [-0.647, 0.968, -2.287], [-1.311, 2.238, -2.148], [-1.458, 2.650, -3.153], [-2.702, 2.241, -1.466], [-2.688, 1.914, -0.053], [-3.150, 0.708, 0.333], [-3.490, -0.145, -0.472], [-3.268, 0.416, 1.826], [-3.004, 1.260, 2.454], [-2.390, -0.788, 2.175], [-0.959, -0.410, 2.205], [-0.457, 0.762, 2.427], [0.883, 0.647, 2.377], [1.143, -0.603, 2.124], [2.429, -1.193, 1.969], [3.645, -0.574, 2.091], [4.719, -1.450, 1.860], [4.329, -2.724, 1.564], [2.603, -2.871, 1.564], [5.185, -3.901, 1.266], [5.001, -4.702, 1.981], [4.970, -4.290, 0.271], [6.234, -3.620, 1.315], [5.750, -1.150, 1.910], [3.737, 0.468, 2.335], [0.006, -1.333, 2.005], [-2.534, -1.578, 1.434], [-2.666, -1.188, 3.156], [-4.312, 0.146, 2.003], [-2.234, 2.947, 0.855], [-1.496, 2.554, 1.557], [-1.766, 3.737, 0.272], [-3.071, 3.380, 1.409], [-3.145, 3.235, -1.587], [-3.342, 1.507, -1.957], [-0.636, 2.909, -1.610], [-1.411, -0.041, -2.998], [-0.500, -1.066, -3.666], [0.237, -0.562, -4.286], [0.020, -1.670, -2.926], [-1.093, -1.730, -4.291], [-1.982, 0.472, -3.776], [-2.122, -0.560, -2.337], [-0.305, -0.511, -0.833], [-0.153, 1.152, -0.255]],
  "lowdin_charge": [-0.06, 0.05, 0.08, 0.06, -0.24, -0.18, -0.17, 0.12, -0.13, -0.09, -0.47, 0.04, -0.08, 0.10, -0.08, -0.33, 0.09, 0.12, -0.38, -0.47, -0.10, -0.13, -0.57, 1.11, -0.10, 0.08, 0.08, 0.08, 0.11, 0.12, 0.13, 0.13, 0.13, 0.13, -0.05, 0.06, 0.09, 0.10, 0.12, 0.11, 0.12, -0.26, -0.09, 0.07, 0.06, 0.07, 0.12, 0.10, 0.12, 0.10],
  "largest_force_ev_per_a": 1.539,
  "de_lowest_kcal_mol": 33.8,
  "homo_energy_ev": -7.782
}

Record 4
{
  "formula": "C18H12Co2NO6",
  "method": "wB97M-V/def2-TZVPD",
  "species": ["C", "N", "C", "C", "C", "C", "C", "C", "C", "C", "H", "H", "H", "H", "H", "H", "H", "H", "H", "O", "C", "Co", "C", "O", "C", "O", "C", "C", "C", "Co", "C", "O", "C", "O", "C", "O", "H", "H", "H"],
  "coordinates": [[2.305, -2.646, -3.100], [1.486, -1.480, -2.735], [1.985, -0.266, -2.542], [0.933, 0.659, -2.002], [-0.308, -0.162, -2.210], [0.077, -1.469, -2.513], [-0.817, -2.501, -2.807], [-2.161, -2.206, -2.572], [-2.593, -0.878, -2.365], [-1.662, 0.171, -2.151], [1.648, -3.471, -3.334], [2.910, -2.432, -3.990], [2.977, -2.933, -2.273], [3.057, -0.022, -2.612], [0.999, 1.727, -2.455], [-0.444, -3.476, -3.121], [-2.901, -2.995, -2.619], [-3.668, -0.651, -2.282], [-1.979, 1.226, -2.067], [0.940, -2.308, 3.564], [0.548, -1.223, 3.588], [-0.247, 0.249, 3.807], [-1.788, -0.171, 3.110], [-2.832, -0.554, 2.817], [-0.097, 0.002, 5.532], [-0.152, -0.175, 6.675], [0.941, 0.563, 2.036], [0.642, 1.040, 0.770], [0.962, 1.462, -0.595], [0.012, 2.138, 2.156], [-1.625, 2.234, 1.390], [-2.642, 2.286, 0.823], [0.348, 3.942, 2.247], [0.529, 5.108, 2.426], [-0.678, 2.188, 3.957], [-1.117, 2.769, 4.872], [2.025, 0.255, 2.240], [0.244, 2.345, -0.855], [2.143, 1.656, -0.811]],
  "lowdin_charge": [-0.03, -0.15, -0.09, -0.28, -0.15, -0.16, -0.03, -0.11, -0.10, -0.02, 0.06, 0.08, 0.09, 0.10, 0.13, 0.09, 0.09, 0.09, 0.11, 0.12, -0.27, 0.02, -0.15, 0.13, -0.17, 0.10, -0.20, -0.19, -0.18, 0.00, -0.11, 0.10, -0.09, 0.03, -0.28, 0.06, 0.08, 0.12, 0.16],
  "charge": -1,
  "largest_force_ev_per_a": 4.635,
  "de_lowest_kcal_mol": 43.1,
  "homo_energy_ev": -1.626
}

no.,gap between HOMO and LUMO (eV)
1,8.77
2,6.74
3,8.00
4,3.55